The following is a quantum chemistry calculation of one molecule with the formula C5H8O, from OMol25.

## Properties
E_HOMO: -0.352 hartree
ΔE to the lowest compared entry with this formula, charge and spin: 72.7 kJ/mol
Total energy: -270.530218 Eh
Molecular weight: 84.118 g mol⁻¹
LUMO: 1.040 eV
SMILES: O[C@@H]1C=CCC1
Gap between HOMO and LUMO: 10.63 eV

```
14
C5H8O | OMol25 | ωB97M-V/def2-TZVPD
O 1.4761 -1.3796 0.8627
C 0.8486 -0.7286 -0.2458
C 1.0684 0.7812 -0.1381
C -0.0812 1.4312 0.0359
C -1.2847 0.5212 0.0028
C -0.6780 -0.8608 -0.3312
H 1.2515 -0.8902 1.6661
H 1.3191 -1.1848 -1.1179
H 2.0552 1.2436 -0.0928
H -0.1778 2.5026 0.1935
H -2.0033 0.8464 -0.7604
H -1.8144 0.5268 0.9634
H -0.9539 -1.1385 -1.3552
H -1.0256 -1.6703 0.3170
```

Atom charges from the Löwdin analysis, given in e for atoms 1 to 2:
1. O -0.0447
2. C -0.3731